No. 1
DFT (ωB97M-V with the def2-TZVPD basis set) results for C32H40EuN5OP2 as an isolated structure at a distorted geometry.

Each line ends with the Löwdin charge.
Positions of all 81 atoms, in Å:
Eu  -2.13403  0.64732  1.42203  1.31
P  1.69623  -1.10967  2.22305  1.07
P  1.29051  2.14547  1.02869  1.07
O  -3.80489  -0.35474  0.29501  -0.45
N  1.80780  3.69201  1.89823  -0.23
N  2.94484  -1.81474  1.03087  -0.25
N  -5.10448  -0.35733  -0.09138  -0.28
N  1.91346  2.68189  -0.49468  -0.30
N  2.16951  -2.15169  3.60726  -0.28
C  -2.11404  -2.24350  -4.77401  -0.20
C  -2.23749  -3.41552  -2.50038  -0.13
C  2.29059  -2.66803  5.82918  -0.10
C  3.19828  3.61526  -2.11077  -0.07
C  -6.78219  -1.56519  -1.66943  -0.15
C  2.77500  0.33957  2.59633  -0.42
C  -0.76704  -1.50551  -4.71266  -0.22
C  3.06950  5.10310  3.14361  -0.08
C  -0.97465  -0.14043  -2.64157  -0.11
C  3.09188  4.18706  2.10469  -0.15
C  -2.72199  -3.08407  -3.70577  -0.12
C  3.36100  -3.33050  5.15255  -0.08
C  -0.61201  -0.25072  -3.94708  -0.11
C  1.69860  5.27058  3.50874  -0.10
C  -1.78061  -1.12212  -1.82606  -0.20
C  1.08134  3.48631  -1.29620  -0.16
C  -6.69526  -1.99860  -0.32490  -0.10
C  2.87360  1.23555  1.33485  -0.43
C  3.67611  -2.48986  -1.03547  -0.09
C  -6.42090  -0.24043  -1.98604  -0.11
C  4.35828  -1.68858  0.98201  -0.18
C  1.59986  -1.94199  4.87700  -0.17
C  0.94393  4.39925  2.72941  -0.16
C  2.54086  -2.30319  -0.22475  -0.15
C  -5.86350  -1.28442  0.53848  -0.10
C  4.82490  -2.06886  -0.27231  -0.09
C  3.26900  -2.99828  3.78833  -0.13
C  3.22168  2.79958  -0.98427  -0.15
C  -3.55473  2.36538  0.93813  -0.41
C  -1.22581  -2.59221  -1.80757  -0.20
C  -5.52200  0.40678  -1.14267  -0.09
C  1.83650  4.05755  -2.31055  -0.08
H  -2.04988  -2.85453  -5.70775  0.12
H  -5.08547  1.42637  -1.18340  0.11
H  3.68768  -2.91000  -2.04375  0.09
H  3.87108  -3.30084  2.94026  0.09
H  4.06998  2.30024  -0.53061  0.10
H  -7.17223  -2.23201  -2.45658  0.09
H  -0.41680  0.68109  -2.06911  0.10
H  -3.67967  -3.56029  -4.02582  0.12
H  -6.77294  0.27735  -2.88316  0.09
H  4.07311  3.86346  -2.69654  0.09
H  3.92429  3.85828  1.50424  0.09
H  0.72481  -1.32175  4.96018  0.09
H  1.46404  4.72049  -3.08126  0.09
H  0.03701  3.59002  -1.05303  0.10
H  -5.57590  -1.47535  1.57871  0.10
H  -2.43827  -4.39191  -2.04974  0.11
H  -0.11988  4.22711  2.68433  0.09
H  -2.89936  -1.05714  -1.94677  0.13
H  3.08610  0.61857  0.44064  0.07
H  5.88078  -2.05021  -0.59976  0.11
H  3.78426  -0.00658  2.87592  0.08
H  3.93071  5.54450  3.60441  0.09
H  2.07768  -2.71261  6.88734  0.09
H  -1.11928  -2.88790  -0.75687  0.10
H  -0.07202  -2.28685  -4.39208  0.11
H  -3.78780  3.00219  1.84947  -0.04
H  3.73071  1.90701  1.54741  0.07
H  4.09399  -3.97174  5.60395  0.09
H  1.47655  -2.51370  -0.42430  0.09
H  -4.49313  1.80589  0.66781  -0.06
H  -0.18998  -2.55324  -2.20615  0.10
H  -0.19583  0.65303  -4.47596  0.11
H  -3.40562  3.05630  0.10735  -0.06
H  4.92413  -1.40057  1.86104  0.10
H  2.33152  0.86337  3.47299  0.09
H  -0.52627  -1.34457  -5.76903  0.11
H  -7.20647  -2.87875  0.08809  0.09
H  -2.89223  -1.51199  -5.00059  0.11
H  1.32124  5.92814  4.26375  0.09
H  -1.60828  -0.81335  -0.75559  0.03

Results
Multiplicity: 9
ΔE to the lowest compared entry with this formula, charge and spin, kJ/mol: 201.62
LUMO energy (spin up / spin down), eV: -0.85 / -0.85
Charge: 0
Strongest force on any atom, eV/Å: 4.36

No. 2
DFT (ωB97M-V with the def2-TZVPD basis set) results for a 3-piece molecular cluster, C32H40FN3O3 overall at a distorted geometry.

Each line ends with the Löwdin charge.
Positions of all 79 atoms, in Å:
F  -2.51120  -1.28335  -2.52827  -0.02
O  -2.68814  -2.06505  1.39661  0.13
O  1.67056  -0.95523  3.09845  0.12
O  1.32029  -3.72610  3.00454  -0.05
N  2.59850  0.50549  0.96032  0.15
N  2.27887  2.03101  3.70503  0.02
N  -7.30072  3.27278  -1.23156  0.00
C  -1.49403  -2.10476  1.24166  -0.28
C  -6.23998  3.03739  -0.40001  -0.15
C  3.44178  -3.66013  1.73785  -0.05
C  -0.70919  -3.20944  1.87410  -0.07
C  -1.18706  -0.48146  -0.68921  -0.05
C  -0.70519  -1.08637  0.47988  -0.01
C  4.73807  -0.13934  0.04217  0.00
C  -0.42883  0.17518  -3.85728  -0.14
C  -0.67964  1.12381  -2.64682  -0.11
C  2.15577  -4.43996  2.10294  -0.22
C  0.55495  -0.75962  1.00880  -0.03
C  1.38390  0.19162  0.39327  -0.17
C  0.90470  0.76737  -0.79632  0.04
C  1.38949  -1.02119  -5.05620  -0.09
C  -0.86516  -5.64670  2.42800  0.05
C  0.98891  -1.45362  2.23871  -0.27
C  3.64744  0.86073  0.31759  -0.35
C  -6.67913  2.24882  0.62897  -0.12
C  0.86905  0.38840  -4.68924  -0.40
C  -8.41561  2.64811  -0.74220  -0.14
C  3.41573  3.89112  4.10138  -0.12
C  2.01674  1.09107  -3.98042  -0.10
C  0.48393  -2.85608  2.36862  -0.15
C  -3.51000  0.41764  -1.15030  -0.01
C  3.92016  2.25821  -0.15291  -0.02
C  -2.56748  -0.80512  -1.21527  -0.29
C  -0.32835  0.44184  -1.33783  -0.13
C  1.52478  2.77182  4.56738  -0.14
C  -1.33387  -4.52258  1.87658  -0.09
C  3.43217  2.70097  3.41875  -0.15
C  -8.06212  2.00126  0.41116  -0.11
C  2.19999  3.93619  4.83316  -0.12
H  -0.21062  -5.60499  3.28564  0.07
H  -1.09852  -6.61318  2.00783  0.06
H  4.18797  4.64231  4.07973  0.08
H  4.16634  2.27609  2.75657  0.09
H  -2.93279  1.28874  -0.84890  0.08
H  -8.72016  1.41627  1.03127  0.09
H  4.68050  -0.49456  -0.98470  0.10
H  -1.28059  0.25021  -4.53012  0.11
H  0.61918  0.85341  -5.64197  0.13
H  -7.26643  3.81930  -2.07132  0.14
H  -2.27496  -4.58190  1.34132  0.11
H  2.38157  -0.96969  -5.50378  0.07
H  -5.26823  3.44934  -0.61240  0.10
H  -3.04167  -1.57176  -0.62347  0.12
H  -0.42970  -0.84491  -3.49136  0.09
H  1.52008  1.48238  -1.31905  0.09
H  5.69874  0.34583  0.22628  0.09
H  2.43326  -5.39281  2.54249  0.12
H  0.69009  -1.56121  -5.68821  0.08
H  1.77393  2.09802  -3.64712  0.07
H  0.57347  2.41027  4.91859  0.11
H  -9.35944  2.71690  -1.25503  0.10
H  2.02311  1.12635  3.33576  0.10
H  -3.85602  0.64726  -2.15619  0.08
H  4.18204  2.19886  -1.21340  0.09
H  -6.07793  1.88927  1.44734  0.09
H  -4.33675  0.26019  -0.46829  0.07
H  1.50920  -1.56308  -4.11624  0.08
H  -1.73469  1.37206  -2.66275  0.09
H  4.74100  2.70511  0.40275  0.09
H  4.34031  -4.22088  1.97371  0.07
H  2.81599  1.22779  -4.71295  0.08
H  1.86120  4.72856  5.47955  0.09
H  3.41060  -3.37660  0.68961  0.07
H  3.44067  -2.75490  2.34293  0.07
H  2.44117  0.48747  -3.18098  0.07
H  -0.14707  2.06569  -2.73562  0.11
H  4.65910  -0.94663  0.76203  0.07
H  1.63843  -4.66271  1.16921  0.12
H  3.01755  2.85741  -0.09081  0.09

Results
ΔE to the lowest compared entry with this formula, charge and spin, kJ/mol: 0.00
LUMO energy, eV: -0.80
Charge: 0
SMILES: C=CC1=C(OCC)C(=O)c2c(N=C(C)C)cc(CCC(C)C)c([C@@H](C)F)c2C1=O.c1cc[nH]c1.c1cc[nH]c1
Strongest force on any atom, eV/Å: 2.43

No. 3
DFT (ωB97M-V with the def2-TZVPD basis set) results for one molecule with the formula C32H40N4O3.

Each line ends with the Löwdin charge.
Positions of all 79 atoms, in Å:
O  1.69016  2.49348  2.61154  0.06
O  -1.85604  -0.14445  -3.73153  -0.10
O  2.79952  -0.22615  -4.29944  -0.08
N  1.93711  0.36070  1.91028  0.10
N  -1.62855  -0.72555  2.11905  0.12
N  0.20202  -1.47476  3.32574  -0.07
N  -0.86834  -2.97486  1.96892  0.07
C  3.23677  0.53199  1.29291  -0.12
C  -0.79058  -1.78609  2.42543  -0.40
C  2.85936  -0.95449  -0.69326  -0.04
C  -0.08956  0.94169  3.08011  -0.12
C  3.16208  0.30362  -0.19408  -0.21
C  3.25016  1.13151  -2.45166  -0.02
C  2.43869  -2.46195  3.66922  -0.07
C  -1.09381  2.70172  -2.91121  -0.09
C  -0.72408  -1.82689  -0.74263  -0.03
C  2.91519  -0.12979  -2.94739  -0.28
C  -3.05967  -2.25142  -0.96124  -0.04
C  -0.23060  2.67990  -0.67195  -0.03
C  -3.10127  -1.48629  -2.11539  -0.02
C  -0.02890  2.57556  -2.03732  -0.07
C  0.05384  -0.23481  4.06286  -0.28
C  -2.21902  1.62182  1.86861  -0.12
C  -1.94265  -0.88404  -2.59055  -0.27
C  3.35974  1.34405  -1.09371  -0.03
C  -3.02511  0.06584  -4.48252  -0.09
C  -2.36544  2.92504  -2.41211  -0.09
C  0.94160  -2.55357  3.95253  -0.20
C  2.35681  -1.44264  -4.85093  -0.08
C  2.72774  -1.17848  -2.05278  -0.03
C  -1.12737  -0.28025  5.03982  -0.02
C  -1.83727  -3.33030  0.96349  -0.19
C  -1.07377  0.60807  1.93951  -0.26
C  -2.56798  3.01157  -1.04711  -0.04
C  -1.74730  2.97573  1.32029  -0.13
C  -1.50346  2.89674  -0.16095  -0.23
C  1.26887  1.35765  2.51424  -0.47
C  -0.75474  -1.04734  -1.87756  0.01
C  -1.87606  -2.44561  -0.26454  -0.25
H  -1.14919  0.62286  5.64402  0.08
H  -0.83361  3.28187  1.83103  0.11
H  -4.04152  -1.37234  -2.63180  0.10
H  -3.97059  -2.71326  -0.60534  0.11
H  0.20633  -1.96188  -0.21120  0.10
H  2.84097  -1.50521  3.99613  0.07
H  3.94428  -0.17098  1.74946  0.13
H  -2.84492  -3.38517  1.40222  0.12
H  -2.65148  1.74755  2.86307  0.12
H  3.06452  -2.25532  -4.65655  0.10
H  -2.28173  -0.95774  1.38095  0.12
H  -0.53722  0.64568  0.97465  0.14
H  3.59938  2.33038  -0.72502  0.12
H  0.77233  -2.53703  5.03477  0.12
H  0.97556  -0.09184  4.63964  0.15
H  1.52049  -0.55953  1.89836  0.11
H  -3.78897  0.58924  -3.89900  0.09
H  -2.72752  0.68786  -5.32513  0.09
H  -1.56866  -4.34729  0.64870  0.12
H  0.61126  2.60885  0.00181  0.10
H  2.72482  -1.78399  -0.01259  0.11
H  -3.56362  3.18463  -0.66084  0.11
H  3.55570  1.55356  1.51074  0.12
H  2.63121  -2.58056  2.60606  0.06
H  0.54078  -3.48284  3.54490  0.10
H  3.41379  1.93112  -3.15747  0.12
H  0.96535  2.39833  -2.41876  0.08
H  -3.43761  -0.87690  -4.85851  0.10
H  -0.93134  2.62873  -3.97573  0.10
H  1.36850  -1.71848  -4.46907  0.09
H  0.13445  -0.55414  -2.23685  0.10
H  -1.02968  -1.13718  5.70289  0.08
H  -2.06263  -0.36969  4.49517  0.08
H  -2.51929  3.72185  1.52049  0.12
H  -3.20147  3.03925  -3.08803  0.10
H  -2.99878  1.22721  1.21144  0.12
H  2.29344  -1.27266  -5.92454  0.09
H  -0.45890  1.80368  3.64201  0.15
H  2.96027  -3.25361  4.20061  0.07
H  2.47874  -2.16907  -2.39926  0.11

Results
ΔE to the lowest compared entry with this formula, charge and spin, kJ/mol: 122.08
LUMO energy, eV: 0.71
Charge: 0
SMILES: CCN1/C(=N/Cc2ccc(OC)cc2)N[C@@H](CCc2ccccc2)[C@H](C(=O)NCc2ccc(OC)cc2)[C@H]1C
Strongest force on any atom, eV/Å: 0.62

- charge of number 2 (C32H40FN3O3)?
  0